{"formula": "C15H60N30O15", "method": "ωB97M-V with the def2-TZVPD basis set", "species": ["C", "O", "N", "N", "H", "H", "H", "H", "C", "O", "N", "N", "H", "H", "H", "H", "C", "O", "N", "N", "H", "H", "H", "H", "C", "O", "N", "N", "H", "H", "H", "H", "C", "O", "N", "N", "H", "H", "H", "H", "C", "O", "N", "N", "H", "H", "H", "H", "C", "O", "N", "N", "H", "H", "H", "H", "C", "O", "N", "N", "H", "H", "H", "H", "C", "O", "N", "N", "H", "H", "H", "H", "C", "O", "N", "N", "H", "H", "H", "H", "C", "O", "N", "N", "H", "H", "H", "H", "C", "O", "N", "N", "H", "H", "H", "H", "C", "O", "N", "N", "H", "H", "H", "H", "C", "O", "N", "N", "H", "H", "H", "H", "C", "O", "N", "N", "H", "H", "H", "H"], "xyz": [[-2.82, -0.71, 3.79], [-3.25, 0.37, 3.53], [-2.07, -1.46, 2.98], [-2.91, -1.28, 4.96], [-1.97, -1.16, 2.02], [-1.56, -2.18, 3.47], [-3.64, -1.01, 5.61], [-2.64, -2.25, 4.98], [1.26, 4.63, 2.09], [0.19, 4.65, 2.63], [1.56, 3.88, 1.13], [2.27, 5.38, 2.44], [0.80, 3.38, 0.70], [2.34, 4.02, 0.50], [3.13, 5.36, 1.92], [2.21, 5.98, 3.25], [-4.30, -3.83, 1.37], [-5.11, -3.05, 1.78], [-3.06, -3.67, 0.96], [-4.66, -5.10, 1.14], [-2.52, -4.48, 0.68], [-2.69, -2.74, 0.83], [-4.11, -5.95, 1.14], [-5.64, -5.27, 1.30], [1.73, -2.72, 1.29], [0.56, -2.62, 1.17], [2.47, -2.20, 2.29], [2.42, -3.28, 0.36], [3.45, -2.14, 2.05], [1.94, -1.58, 2.89], [1.86, -3.65, -0.39], [3.32, -3.66, 0.60], [-2.85, 4.37, -0.36], [-3.38, 3.95, -1.38], [-2.01, 3.67, 0.48], [-2.99, 5.59, 0.02], [-1.54, 4.21, 1.19], [-1.75, 2.70, 0.36], [-3.31, 6.35, -0.57], [-2.56, 5.82, 0.90], [4.10, 3.12, -0.98], [3.25, 2.40, -1.55], [5.17, 2.77, -0.30], [3.89, 4.37, -0.87], [5.55, 1.88, -0.60], [5.58, 3.56, 0.18], [2.99, 4.66, -1.22], [4.59, 4.95, -0.45], [-3.18, -2.89, -2.68], [-2.73, -3.75, -3.46], [-4.30, -3.13, -1.97], [-2.60, -1.76, -2.48], [-4.53, -2.40, -1.30], [-4.76, -4.03, -1.99], [-2.89, -1.13, -1.74], [-1.73, -1.63, -2.98], [0.13, 0.49, -0.40], [-0.31, 1.60, -0.29], [-0.52, -0.59, -0.49], [1.37, 0.23, -0.51], [-0.08, -1.44, -0.17], [-1.53, -0.54, -0.44], [1.70, -0.73, -0.50], [1.87, 1.09, -0.64], [0.00, -5.99, -0.27], [0.39, -6.32, 0.83], [-0.28, -4.78, -0.59], [-0.14, -6.73, -1.29], [-0.25, -4.07, 0.12], [-0.87, -4.61, -1.39], [0.19, -7.66, -1.55], [-0.40, -6.21, -2.12], [0.87, 0.77, 3.28], [2.00, 0.95, 2.87], [-0.21, 0.99, 2.64], [0.64, 0.09, 4.36], [-0.01, 1.52, 1.80], [-1.03, 0.54, 3.02], [1.40, -0.33, 4.87], [-0.28, -0.05, 4.74], [1.99, -2.68, -2.88], [0.86, -2.34, -3.00], [2.95, -1.90, -2.42], [2.31, -3.89, -3.01], [3.91, -2.22, -2.40], [2.81, -0.90, -2.48], [1.57, -4.58, -3.04], [3.23, -4.29, -2.86], [0.23, 4.96, -2.28], [1.40, 4.98, -2.11], [-0.46, 3.91, -2.03], [-0.44, 5.99, -2.79], [-0.17, 3.12, -1.48], [-1.44, 4.04, -2.24], [0.10, 6.84, -2.71], [-1.43, 5.95, -2.99], [5.37, -0.65, 1.62], [5.33, -1.88, 1.35], [6.52, -0.05, 1.96], [4.34, 0.09, 1.54], [7.34, -0.63, 2.04], [6.37, 0.86, 2.38], [4.27, 1.10, 1.52], [3.49, -0.43, 1.39], [-4.21, -0.05, 0.22], [-3.13, -0.66, 0.11], [-4.36, 1.23, 0.26], [-5.32, -0.67, 0.24], [-5.29, 1.50, 0.56], [-3.69, 1.98, 0.18], [-6.16, -0.14, 0.43], [-5.16, -1.59, 0.63], [0.85, 0.99, -4.87], [1.13, 0.65, -6.00], [0.46, 2.20, -4.70], [0.74, 0.28, -3.77], [0.41, 2.53, -3.75], [0.52, 2.75, -5.54], [0.52, 0.75, -2.91], [1.03, -0.69, -3.79]], "lowdin_charge": [-0.81, 0.07, 0.17, 0.17, 0.08, 0.11, 0.12, 0.11, -0.82, 0.04, 0.22, 0.17, 0.09, 0.07, 0.10, 0.12, -0.74, 0.04, 0.19, 0.15, 0.10, 0.07, 0.11, 0.11, -0.77, 0.03, 0.20, 0.21, 0.05, 0.09, 0.09, 0.13, -0.76, 0.01, 0.17, 0.18, 0.07, 0.06, 0.13, 0.12, -0.75, 0.00, 0.17, 0.16, 0.12, 0.11, 0.07, 0.12, -0.74, -0.03, 0.17, 0.20, 0.06, 0.11, 0.07, 0.11, -0.82, -0.01, 0.22, 0.23, 0.08, 0.05, 0.10, 0.09, -0.83, 0.05, 0.17, 0.18, 0.07, 0.11, 0.13, 0.11, -0.81, 0.01, 0.24, 0.18, 0.09, 0.08, 0.12, 0.10, -0.83, 0.05, 0.19, 0.19, 0.12, 0.10, 0.12, 0.13, -0.78, 0.04, 0.20, 0.18, 0.08, 0.09, 0.12, 0.11, -0.73, -0.04, 0.16, 0.19, 0.11, 0.10, 0.10, 0.07, -0.71, -0.06, 0.24, 0.20, 0.13, 0.09, 0.13, 0.07, -0.80, 0.03, 0.17, 0.20, 0.08, 0.13, 0.09, 0.06], "gap_ha": 0.3144, "lumo_ev": 0.0, "total_charge": 0, "max_force_ev_per_a": 7.7}

{"formula": "C19H16N3O6", "method": "ωB97M-V with the def2-TZVPD basis set", "species": ["N", "C", "C", "C", "C", "C", "C", "C", "N", "O", "O", "C", "C", "H", "H", "H", "H", "H", "H", "C", "C", "O", "C", "C", "C", "C", "C", "C", "N", "O", "O", "C", "C", "O", "H", "H", "H", "H", "H", "H", "H", "H", "H", "H"], "xyz": [[-6.33, 0.44, 3.27], [-5.17, 0.30, 3.08], [-3.77, 0.17, 2.84], [-3.16, -1.09, 2.70], [-1.82, -1.19, 2.35], [-1.02, -0.02, 2.16], [0.36, -0.10, 1.74], [1.29, 0.89, 2.00], [2.61, 0.51, 2.20], [3.52, 1.34, 2.48], [2.86, -0.71, 2.05], [-1.63, 1.23, 2.43], [-2.98, 1.33, 2.74], [-3.75, -1.99, 2.89], [-1.33, -2.16, 2.26], [0.71, -1.07, 1.41], [1.07, 1.95, 2.06], [-1.01, 2.13, 2.40], [-3.43, 2.30, 2.94], [4.67, 2.70, -0.21], [4.18, 1.34, -0.61], [2.74, 1.37, -0.45], [2.12, 0.23, -0.91], [0.68, 0.37, -0.88], [-0.12, -0.42, -1.73], [0.28, -1.74, -2.14], [-0.51, -2.53, -2.94], [-1.75, -2.04, -3.40], [-2.66, -2.91, -4.08], [-3.75, -2.44, -4.47], [-2.33, -4.10, -4.24], [-2.13, -0.70, -3.12], [-1.36, 0.08, -2.28], [2.78, -0.74, -1.28], [5.76, 2.74, -0.27], [4.27, 3.46, -0.88], [4.37, 2.91, 0.82], [4.43, 1.12, -1.66], [4.60, 0.55, 0.03], [0.27, 1.30, -0.48], [1.29, -2.07, -1.87], [-0.19, -3.53, -3.24], [-3.03, -0.32, -3.59], [-1.63, 1.11, -2.09]], "lowdin_charge": [0.14, -0.18, -0.24, -0.02, 0.00, -0.18, 0.00, -0.06, -0.37, 0.01, 0.02, -0.01, -0.03, 0.12, 0.12, 0.13, 0.13, 0.11, 0.12, -0.08, -0.24, -0.06, -0.51, -0.05, -0.21, -0.02, -0.01, -0.20, -0.36, -0.01, 0.00, -0.02, -0.04, 0.03, 0.07, 0.08, 0.06, 0.12, 0.12, 0.10, 0.10, 0.11, 0.11, 0.10], "gap_ha": 0.1743, "lumo_ev": 0.8, "total_charge": -1, "max_force_ev_per_a": 3.0}

{"formula": "C2H9N4", "method": "ωB97M-V with the def2-TZVPD basis set", "species": ["C", "C", "N", "N", "N", "N", "H", "H", "H", "H", "H", "H", "H", "H", "H"], "xyz": [[-1.03, -0.12, -0.27], [1.39, 0.37, -0.62], [-1.95, 0.82, -0.39], [1.44, 1.25, 0.37], [1.77, -0.89, -0.46], [-1.41, -1.24, 0.31], [1.58, 0.79, -1.62], [-2.92, 0.70, -0.10], [-1.73, 1.68, -0.86], [1.27, 2.22, 0.19], [1.37, 0.94, 1.33], [1.79, -1.51, -1.26], [1.74, -1.32, 0.45], [-2.36, -1.42, 0.61], [-0.77, -2.02, 0.39]], "lowdin_spin": [0.81, 0.44, 0.15, 0.15, 0.18, 0.14, 0.03, 0.02, 0.01, 0.00, 0.01, 0.00, 0.01, 0.03, 0.01], "gap_ha": [0.1841, 0.2849], "lumo_ev": [-3.5, -6.3], "total_charge": 1, "max_force_ev_per_a": 4.5, "multiplicity": 3}

{"formula": "C3H6O3", "method": "ωB97M-V with the def2-TZVPD basis set", "species": ["C", "C", "C", "O", "O", "O", "H", "H", "H", "H", "H", "H"], "xyz": [[1.26, 0.18, 0.60], [-0.61, -1.13, -0.55], [-0.20, 0.13, 0.26], [2.15, -0.38, 0.03], [-0.91, 0.61, 1.28], [-0.14, 1.35, -1.07], [1.63, 0.94, 1.38], [0.29, -1.60, -0.97], [-0.89, -1.83, 0.11], [-1.50, -0.84, -1.13], [-1.77, 0.80, 0.84], [0.69, 1.76, -0.75]], "lowdin_charge": [-0.22, 0.02, -0.44, 0.08, 0.08, -0.10, 0.16, 0.10, 0.04, 0.10, 0.14, 0.04], "gap_ha": 0.3878, "lumo_ev": 0.2, "total_charge": 0, "max_force_ev_per_a": 4.2}